FH3OSi in the gas phase, computed with ωB97M-V/def2-TZVPD.

Structure (XYZ):
```
6
Properties=species:S:1:pos:R:3:lowdin_charge:R:1
Si -0.157 0.152 0.389 0.413
F 1.150 -0.806 0.700 -0.253
O -0.428 -0.288 -1.139 -0.276
H -1.544 -0.105 0.976 -0.016
H 0.440 -0.279 -1.822 0.171
H 0.539 1.325 0.896 -0.039
```

The SMILES is O[SiH2]F. The total charge is 0. The electronic energy is -12693.085 eV. The orbital gap is 12.22 eV. The energy above the lowest of the compared OMol25 structures with the same formula, charge and spin is 0.767 eV.


FH3P2S in the gas phase, computed with ωB97M-V/def2-TZVPD.

Structure (XYZ):
```
7
Properties=species:S:1:pos:R:3:lowdin_charge:R:1
S -1.810 1.464 -0.287 0.258
P -0.085 0.406 -1.013 0.206
P 0.026 -1.672 -0.039 0.534
F 1.532 -2.143 -0.467 -0.497
H 0.796 0.908 -0.063 -0.177
H -1.112 2.112 0.570 -0.266
H 0.654 -1.074 1.299 -0.059
```

The SMILES is F[PH]#[PH]S. The total charge is 0. The electronic energy is -32178.509 eV. The orbital gap is 8.88 eV. The energy above the lowest of the compared OMol25 structures with the same formula, charge and spin is 0.724 eV.


A 2-piece molecular cluster, FH3P2S2 overall, computed with ωB97M-V/def2-TZVPD.

Structure (XYZ):
```
8
Properties=species:S:1:pos:R:3:lowdin_charge:R:1
S -1.028 -1.259 0.554 0.182
S -3.621 0.612 0.085 0.018
P 1.835 0.852 -0.540 0.724
P -1.740 0.555 -0.393 0.015
F 2.225 1.338 0.953 -0.458
H -2.148 -2.007 0.413 -0.199
H 1.435 -0.580 -0.093 -0.113
H 3.042 0.488 -0.980 -0.170
```

The SMILES is S=PS.FP. The total charge is 0. The electronic energy is -43013.880 eV. The orbital gap is 7.49 eV. The energy above the lowest of the compared OMol25 structures with the same formula, charge and spin is 1.485 eV.


Look up the orbital gap of the third one. 7.49 eV